(a)
21
Properties=species:S:1:pos:R:3 method="wB97M-V/def2-TZVPD" mol_weight_g_mol=132.2 homo_energy_ev=-9.02 total_charge=0
C -0.284 -0.649 -0.331
C 0.098 -0.370 2.035
C -1.510 -1.452 -0.022
C 0.252 -0.826 -1.720
N 0.462 -0.146 0.637
C 0.852 1.375 0.368
N 1.857 1.556 -0.611
O -0.704 1.457 -0.745
O 0.776 2.066 1.360
H -1.341 1.929 -0.194
H 1.453 1.626 -1.535
H 2.326 2.427 -0.394
H 0.905 0.011 2.654
H -0.815 0.158 2.320
H -0.018 -1.438 2.211
H 0.341 -1.906 -1.886
H -0.443 -0.423 -2.453
H -2.101 -1.002 0.773
H -1.221 -2.459 0.296
H -2.121 -1.548 -0.918
H 1.235 -0.387 -1.845



(b)
21
Properties=species:S:1:pos:R:3 method="wB97M-V/def2-TZVPD" mol_weight_g_mol=132.2 smiles="CNC(C)=O.CC(N)=O" homo_energy_ev=-9.53 total_charge=0
C -3.663 1.662 0.084
N -3.409 0.266 -0.372
C -2.872 -0.690 0.351
C -2.550 -1.845 -0.548
O -2.466 -0.519 1.525
H -3.556 1.727 1.162
H -3.003 2.505 -0.255
H -4.873 1.816 -0.164
H -3.565 -0.106 -1.360
H -2.720 -1.389 -1.596
H -2.883 -3.019 -0.645
H -1.430 -2.133 -0.553
C 4.669 0.972 -0.340
C 3.731 -0.236 0.034
N 3.790 -0.675 1.276
O 3.012 -0.791 -0.837
H 4.967 0.746 -1.402
H 5.606 1.287 0.187
H 3.999 1.828 -0.216
H 2.883 -1.075 1.601
H 4.334 -0.330 2.069



(c)
21
Properties=species:S:1:pos:R:3 method="wB97M-V/def2-TZVPD" mol_weight_g_mol=132.2 homo_energy_ev=-9.06 total_charge=0
C 0.582 -1.115 -1.498
C -0.856 -0.612 -1.423
O -1.745 -1.448 -2.126
N -1.253 -0.434 -0.033
O -1.193 -1.656 0.671
H 0.859 -1.254 -2.539
H 1.250 -0.392 -1.037
H 0.667 -2.065 -0.976
H -0.941 0.374 -1.890
H -1.766 -2.295 -1.659
H -2.223 -0.119 0.005
H -0.444 -1.467 1.398
H 1.529 -0.800 1.968
N 0.579 -0.500 2.189
C 0.288 0.668 1.745
C 1.171 1.567 1.021
C 0.783 2.758 0.576
H -0.682 1.064 2.024
H 2.174 1.203 0.821
H -0.215 3.125 0.756
H 1.438 3.398 0.007



(d)
21
Properties=species:S:1:pos:R:3 method="wB97M-V/def2-TZVPD" mol_weight_g_mol=132.2 smiles="CN(N)C(C)(C)C(=O)O" homo_energy_ev=-7.98 total_charge=0
C 2.079 0.696 0.525
N 1.093 -0.110 -0.186
N 1.682 -1.417 -0.395
C -0.612 -0.154 -0.112
C -1.013 -0.563 1.289
C -1.455 -0.771 -1.206
C -0.407 1.321 -0.445
O 0.121 2.005 -1.323
O -1.497 1.949 0.209
H 2.176 0.416 1.577
H 1.945 1.776 0.480
H 3.063 0.636 0.042
H 1.204 -1.897 -1.160
H 1.598 -1.985 0.449
H -0.431 -0.055 2.060
H -2.062 -0.303 1.478
H -0.877 -1.645 1.410
H -1.529 -1.858 -1.114
H -2.470 -0.355 -1.163
H -1.069 -0.512 -2.199
H -1.540 2.827 -0.217



(b) is the most stable structure; the next one sits 5.4 kcal/mol above it.



(a)
14
Properties=species:S:1:pos:R:3 method="wB97M-V/def2-TZVPD" mol_weight_g_mol=114.1 homo_energy_ev=-8.82 total_charge=0
C -1.216 -0.036 -0.184
C -2.517 0.005 -1.049
C -0.597 -1.376 0.218
C 0.636 -0.698 1.036
C 1.099 1.617 -0.674
O -2.617 -0.006 0.226
P 0.044 1.040 0.690
H -1.255 -2.126 0.682
H -0.183 -2.036 -0.699
H 0.891 -0.829 2.219
H 1.616 -0.890 0.576
H 1.569 0.785 -1.394
H 1.935 2.208 -0.306
H 0.597 2.341 -1.342



(b)
14
Properties=species:S:1:pos:R:3 method="wB97M-V/def2-TZVPD" mol_weight_g_mol=114.1 homo_energy_ev="-7.18 / -6.91" total_charge=0
C 1.725 -0.312 0.101
C -0.932 -0.662 -0.055
C 1.652 1.043 -0.244
C 0.325 1.713 0.070
C -1.503 -1.956 -0.303
O 2.340 -1.235 0.409
P -1.276 0.860 -0.520
H 2.505 1.398 0.340
H 1.964 1.338 -1.298
H 0.324 1.637 1.158
H 0.174 2.725 -0.255
H -2.531 -2.089 -0.271
H -1.038 -2.449 0.576
H -1.138 -2.239 -1.243



(a) is the most stable structure; the next one sits 1.5 kcal/mol above it.



(a)
23
Properties=species:S:1:pos:R:3 method="wB97M-V/def2-TZVPD" mol_weight_g_mol=102.2 smiles=CCCCCC[NH3+] homo_energy_ev=-13.88 total_charge=+1
C 2.231 1.662 1.563
C 1.912 0.210 1.577
C 1.268 -0.293 0.194
C 0.096 0.679 -0.142
C -0.923 0.210 -1.149
C -2.129 -0.604 -0.569
N -2.244 -1.885 -1.417
H 2.757 2.074 2.421
H 2.760 1.867 0.608
H 1.345 2.310 1.461
H 1.135 0.077 2.356
H 2.782 -0.443 1.637
H 1.999 -0.454 -0.595
H 0.601 -1.162 0.424
H -0.433 0.936 0.784
H 0.473 1.643 -0.484
H -1.406 1.094 -1.597
H -0.399 -0.383 -1.931
H -3.019 -0.026 -0.765
H -1.954 -0.968 0.435
H -3.100 -2.331 -1.079
H -2.296 -1.689 -2.418
H -1.455 -2.523 -1.312



(b)
23
Properties=species:S:1:pos:R:3 method="wB97M-V/def2-TZVPD" mol_weight_g_mol=102.2 homo_energy_ev=-13.89 total_charge=+1
C -1.490 -0.551 1.234
C -0.143 -0.363 0.605
C -0.078 0.529 -0.482
C 0.145 -0.940 -1.105
C 1.575 -1.591 -1.002
C 2.723 -0.688 -0.551
N -2.342 2.704 0.935
H -2.072 -1.356 0.814
H -1.362 -0.729 2.304
H -2.045 0.381 1.127
H 0.724 -0.470 1.220
H -0.979 1.042 -0.790
H 0.827 1.092 -0.675
H 0.133 -0.745 -2.187
H -0.649 -1.685 -1.104
H 1.490 -2.377 -0.251
H 1.875 -2.117 -1.905
H 2.621 -0.306 0.459
H 2.748 0.184 -1.214
H 3.685 -1.167 -0.587
H -2.062 2.876 1.895
H -1.980 3.460 0.368
H -3.344 2.817 0.895



(a) is the most stable structure; the next one sits 37.5 kcal/mol above it.



(a)
23
Properties=species:S:1:pos:R:3 method="wB97M-V/def2-TZVPD" mol_weight_g_mol=102.2 homo_energy_ev=-13.88 total_charge=+1
C -3.020 -0.331 0.530
C -2.029 -0.500 1.671
C -1.233 0.480 2.133
H -3.983 -0.316 1.018
H -2.830 0.596 -0.025
H -3.015 -1.190 -0.201
H -2.240 -1.354 2.352
H -0.572 0.338 3.007
H -1.285 1.519 1.750
C 1.428 -0.705 -0.614
C 1.492 0.779 -0.977
C 2.879 1.178 -1.518
N -0.005 -1.058 -0.365
H 1.844 -1.348 -1.451
H 1.975 -0.981 0.326
H 1.218 1.395 -0.088
H 0.737 1.006 -1.748
H 3.668 1.146 -0.747
H 3.187 0.479 -2.316
H 2.859 2.214 -1.904
H -0.401 -0.379 0.293
H -0.533 -1.024 -1.236
H -0.142 -1.942 0.110



(b)
23
Properties=species:S:1:pos:R:3 method="wB97M-V/def2-TZVPD" mol_weight_g_mol=102.2 homo_energy_ev=-13.09 total_charge=+1
C 0.144 1.530 -1.573
C 0.609 1.335 -0.127
C 1.906 1.003 0.110
C -0.254 1.950 0.982
H -0.691 0.869 -1.824
H 0.995 1.400 -2.259
H -0.177 2.570 -1.781
H 2.406 1.206 1.047
H 2.460 0.400 -0.639
H 0.168 1.653 1.947
H -1.318 1.752 0.826
H -0.168 3.057 0.916
C -1.884 -1.540 -0.027
N -0.413 -1.293 0.058
C 0.272 -2.482 0.582
H -2.273 -0.678 -0.567
H -2.040 -2.445 -0.630
H -2.321 -1.636 0.973
H -0.277 -0.569 0.674
H -0.089 -1.022 -0.887
H -0.217 -2.864 1.495
H 1.305 -2.159 0.819
H 0.370 -3.246 -0.206



(a) is the most stable structure; the next one sits 9.2 kcal/mol above it.



(a)
23
Properties=species:S:1:pos:R:3 method="wB97M-V/def2-TZVPD" mol_weight_g_mol=102.2 smiles=CCCCCC[NH3+] homo_energy_ev=-14.55 total_charge=+1
C -1.989 -1.689 0.451
C -1.822 -0.197 0.811
C -1.257 0.725 -0.278
C -0.205 0.086 -1.216
C 1.162 0.757 -1.183
C 1.739 0.979 0.198
N 2.042 -0.348 0.868
H -2.897 -2.062 0.932
H -2.125 -1.815 -0.627
H -1.139 -2.315 0.714
H -1.333 -0.084 1.791
H -2.826 0.146 1.044
H -2.084 1.104 -0.878
H -0.856 1.607 0.230
H -0.068 -0.966 -0.966
H -0.600 0.087 -2.226
H 1.890 0.186 -1.771
H 1.189 1.695 -1.729
H 1.062 1.494 0.869
H 2.642 1.582 0.124
H 2.252 -1.085 0.187
H 2.829 -0.258 1.513
H 1.210 -0.680 1.367



(b)
23
Properties=species:S:1:pos:R:3 method="wB97M-V/def2-TZVPD" mol_weight_g_mol=102.2 homo_energy_ev=-13.69 total_charge=+1
C -2.478 -0.587 0.825
N -1.588 0.183 -0.098
C -1.500 1.654 0.171
H -2.292 -1.637 0.610
H -2.150 -0.388 1.860
H -3.482 -0.227 0.637
H -1.805 -0.008 -1.067
H -0.681 -0.269 0.100
H -2.476 2.022 -0.101
H -0.896 2.112 -0.586
H -1.266 1.897 1.170
C 2.949 0.701 -0.529
C 1.482 0.312 -0.389
C 1.290 -1.213 -0.512
C 0.630 -2.027 0.356
H 3.334 0.179 -1.437
H 3.060 1.788 -0.712
H 3.527 0.501 0.352
H 0.895 0.857 -1.205
H 1.016 0.656 0.572
H 1.704 -1.696 -1.407
H 0.456 -3.054 0.030
H 0.271 -1.755 1.360



(a) is the most stable structure; the next one sits 21.8 kcal/mol above it.



(a)
41
Properties=species:S:1:pos:R:3 method="wB97M-V/def2-TZVPD" mol_weight_g_mol=305.3 smiles="CC(C)CCNC(=O)[C@H]1CC(c2cccc([N+](=O)[O-])c2)=NO1" homo_energy_ev=-9.15 total_charge=0
C -3.130 2.466 -0.514
C -1.677 2.923 -0.641
C -1.576 4.056 -1.659
C -1.157 3.345 0.739
C 0.326 3.726 0.771
N 1.180 2.659 0.296
C 1.659 1.704 1.102
O 1.555 1.682 2.310
C 2.425 0.600 0.343
C 2.296 -0.753 1.046
C 1.471 -1.499 0.024
C 0.969 -2.849 0.183
C 1.175 -3.560 1.367
C 0.699 -4.853 1.509
C 0.010 -5.461 0.476
C -0.196 -4.751 -0.702
N -0.914 -5.382 -1.788
O -1.093 -4.735 -2.795
O -1.291 -6.522 -1.621
C 0.271 -3.458 -0.861
N 1.266 -0.818 -1.037
O 1.843 0.405 -0.964
H -3.215 1.647 0.196
H -3.508 2.124 -1.475
H -3.757 3.285 -0.170
H -1.085 2.073 -0.998
H -2.016 3.748 -2.605
H -0.542 4.334 -1.848
H -2.111 4.934 -1.303
H -1.736 4.198 1.097
H -1.308 2.520 1.438
H 0.516 4.613 0.165
H 0.619 3.930 1.804
H 1.226 2.497 -0.700
H 3.459 0.929 0.200
H 1.782 -0.630 2.003
H 3.254 -1.246 1.219
H 1.710 -3.099 2.183
H 0.866 -5.388 2.431
H -0.369 -6.468 0.562
H 0.103 -2.924 -1.783



(b)
41
Properties=species:S:1:pos:R:3 method="wB97M-V/def2-TZVPD" mol_weight_g_mol=305.3 smiles="CCCCNC(=O)C(=O)N/N=C/c1ccc(C(=O)OC)cc1" homo_energy_ev=-8.46 total_charge=0
C -5.190 0.571 1.809
C -5.968 0.789 3.174
C -5.181 0.108 4.329
C -3.713 0.855 4.429
N -2.772 0.425 3.409
C -1.834 1.029 2.673
O -1.739 2.278 2.569
C -1.053 0.006 1.762
O -0.986 -1.204 1.916
N -0.287 0.820 1.009
N 0.677 0.048 0.149
C 1.267 0.912 -0.778
C 2.160 0.688 -1.678
C 2.537 -0.938 -1.568
C 3.391 -1.333 -2.621
C 4.249 -0.443 -3.345
C 5.095 -0.948 -4.473
O 5.861 -0.327 -5.110
O 5.373 -2.372 -4.225
C 6.445 -2.879 -5.073
C 3.834 1.059 -3.318
C 2.971 1.429 -2.432
H -4.292 1.123 1.618
H -4.798 -0.622 1.574
H -5.851 0.948 1.092
H -6.136 1.814 3.140
H -6.660 0.270 3.288
H -4.875 -0.838 4.062
H -5.623 0.126 5.241
H -3.708 1.854 4.253
H -3.308 0.792 5.404
H -2.585 -0.736 3.407
H -0.484 1.672 1.008
H 1.109 2.157 -0.580
H 2.159 -1.482 -0.905
H 3.637 -2.550 -2.525
H 6.712 -3.726 -4.768
H 6.854 -2.057 -5.539
H 5.766 -3.154 -5.998
H 4.419 1.502 -3.971
H 2.530 2.340 -2.409



(c)
41
Properties=species:S:1:pos:R:3 method="wB97M-V/def2-TZVPD" mol_weight_g_mol=305.3 smiles="CCOc1ccc(-c2noc(CCCC(N)=O)n2)cc1OC" homo_energy_ev=-8.30 total_charge=0
C -6.958 -0.649 -0.062
C -5.647 0.264 -0.120
O -4.620 -0.717 -0.219
C -3.482 -0.039 0.023
C -3.283 1.289 0.128
C -1.924 1.936 -0.118
C -0.878 1.070 -0.039
C 0.493 1.492 0.183
N 0.957 2.921 0.073
O 2.184 2.882 0.288
C 2.580 1.556 0.064
C 4.071 1.383 0.228
C 4.604 0.483 -1.064
C 3.914 -1.120 -1.068
C 4.515 -1.655 -0.002
N 3.916 -3.069 0.186
O 5.308 -1.533 0.874
N 1.513 0.823 0.267
C -1.005 -0.382 0.059
C -2.385 -0.643 0.046
O -2.751 -2.070 -0.066
C -1.576 -3.281 -0.018
H -6.978 -1.250 -1.003
H -8.038 0.066 -0.090
H -6.939 -1.350 0.902
H -5.622 0.995 -1.044
H -5.787 0.893 0.741
H -4.021 2.127 0.187
H -1.696 2.984 -0.175
H 4.546 2.270 0.384
H 4.317 0.862 0.825
H 5.573 0.303 -1.016
H 4.285 1.195 -1.929
H 2.855 -0.817 -0.901
H 4.071 -1.547 -2.048
H 3.121 -3.177 -0.523
H 4.160 -3.703 0.693
H -0.147 -1.144 0.168
H -0.920 -2.933 -0.742
H -1.014 -2.999 0.879
H -2.147 -4.110 0.224



(d)
41
Properties=species:S:1:pos:R:3 method="wB97M-V/def2-TZVPD" mol_weight_g_mol=305.3 smiles="C[C@@H](O)[C@H](NC(=O)[C@@H](N)Cc1c[nH]c2ccccc12)C(=O)O" homo_energy_ev=-7.56 total_charge=0
C -3.710 -2.134 -0.350
C -2.533 -1.079 -0.410
O -1.983 -1.213 -1.792
C -2.988 0.248 0.112
N -1.780 1.027 0.240
C -1.001 1.454 -0.697
O -1.192 1.226 -1.934
C 0.337 2.279 -0.373
N 0.712 2.270 1.071
C 1.328 1.721 -1.485
C 1.916 0.439 -0.883
C 1.369 -0.686 -1.633
N 1.892 -1.764 -0.970
C 2.790 -1.312 0.050
C 3.895 -1.956 0.626
C 4.782 -1.331 1.316
C 4.733 0.133 1.474
C 3.930 0.762 0.682
C 2.863 0.070 0.005
C -3.706 0.047 1.436
O -3.153 -0.186 2.466
O -5.082 -0.118 1.258
H -4.559 -1.875 -1.158
H -3.139 -2.853 -0.979
H -4.052 -2.229 0.631
H -1.674 -1.456 0.320
H -2.006 -0.181 -2.087
H -3.808 0.690 -0.446
H -1.299 1.239 1.111
H 0.458 3.381 -0.878
H 0.933 3.288 1.304
H 1.928 1.946 1.101
H 0.616 1.502 -2.481
H 2.222 2.542 -1.763
H 0.571 -0.873 -2.316
H 2.019 -2.829 -1.407
H 4.082 -3.046 0.374
H 5.527 -1.904 1.757
H 5.366 0.739 2.211
H 3.811 1.846 0.928
H -5.514 -0.262 2.182



(a) is the most stable structure; the next one sits 53.9 kcal/mol above it.